# 1
# C4H2Cl2O2

C4H2Cl2O2 in the gas phase at a distorted geometry (ωB97M-V/def2-TZVPD, the Open Molecules 2025 dataset).

The value obtained for the energy relative to the best compared isomer or geometry (same formula, charge and spin) is 232.4 kJ/mol. The value obtained for the HOMO energy is -10.21 eV. The calculation puts the molar mass at 153.0 g/mol. For the LUMO energy, the calculation gives -0.0459 Ha. The SMILES is O=CC(C=O)=C(Cl)Cl.

Structure (ORCA input):
```
! wB97M-V def2-TZVPD RIJCOSX def2/J DEFGRID3
* xyz 0 1
O 0.413 2.283 0.399
C -0.415 1.432 0.079
C 0.025 0.110 -0.118
C -1.073 -0.991 -0.174
O -2.259 -0.632 -0.196
C 1.262 -0.380 -0.051
Cl 1.553 -2.114 0.246
Cl 2.915 0.560 -0.232
H -1.373 1.804 0.276
H -1.049 -2.072 -0.229
*
```

Charge distribution, Mulliken scheme, values in e: -0.458, -0.112, 0.138, -0.195, -0.467, 0.472, -0.141, -0.123, 0.470, 0.417


# 2
# C16H27F2NO2S

2 unconnected molecules or ions with the total composition C16H27F2NO2S (ωB97M-V/def2-TZVPD, the Open Molecules 2025 dataset).

The value obtained for the HOMO energy is -8.56 eV. The calculation puts the molar mass at 335.5 g/mol. For the LUMO energy, the calculation gives 0.0266 Ha. The SMILES is CCO[C@H](COC[C@H](C)F)NCCCS.Fc1ccccc1.

Structure (ORCA input):
```
! wB97M-V def2-TZVPD RIJCOSX def2/J DEFGRID3
* xyz 0 1
C 0.448 -0.787 1.719
C 0.039 0.644 1.451
O 0.661 1.068 0.253
C 0.680 2.481 0.039
C -0.723 3.046 -0.178
O -1.334 2.526 -1.343
C -2.282 1.508 -1.146
C -3.180 1.405 -2.355
C -4.055 0.164 -2.293
F -2.385 1.338 -3.504
N 1.576 2.802 -1.025
C 1.455 2.037 -2.270
C 2.171 2.763 -3.395
C 2.125 1.992 -4.708
S 0.554 2.146 -5.613
H 0.088 -1.447 0.928
H 1.536 -0.865 1.756
H 0.041 -1.132 2.672
H -1.053 0.724 1.375
H 0.351 1.301 2.278
H 1.080 2.965 0.946
H -1.340 2.827 0.702
H -0.636 4.129 -0.284
H -1.797 0.538 -0.952
H -2.912 1.739 -0.273
H -3.786 2.310 -2.456
H -5.014 0.301 -2.791
H -4.251 -0.134 -1.260
H -3.529 -0.659 -2.780
H 2.528 2.759 -0.684
H 1.852 1.018 -2.164
H 0.391 1.948 -2.495
H 1.722 3.750 -3.529
H 3.221 2.927 -3.117
H 2.339 0.933 -4.551
H 2.878 2.363 -5.406
H -0.196 1.418 -4.775
F 0.502 -4.355 1.623
C 0.700 -4.465 2.953
C -0.099 -5.331 3.673
C 0.112 -5.434 5.041
C 1.102 -4.683 5.661
C 1.888 -3.821 4.908
C 1.693 -3.705 3.539
H -0.862 -5.904 3.165
H -0.503 -6.107 5.623
H 1.259 -4.769 6.727
H 2.659 -3.232 5.386
H 2.289 -3.041 2.929
*
```

Charge distribution, Mulliken scheme, values in e: -1.205, -0.233, -0.293, -0.013, -0.987, -0.422, -0.567, 0.459, -1.353, -0.304, -0.384, -0.008, -0.434, -0.803, -0.168, 0.302, 0.239, 0.458, 0.195, 0.368, 0.456, 0.438, 0.414, 0.218, 0.464, 0.263, 0.357, 0.342, 0.346, 0.353, 0.222, -0.100, 0.279, 0.316, 0.343, 0.372, 0.068, -0.328, 0.416, -0.535, -0.256, -0.545, -0.335, -0.350, 0.413, 0.350, 0.377, 0.359, 0.440


# 3
# C2H3O2Pb

A molecular structure, C2H3O2Pb at a distorted geometry (ωB97M-V/def2-TZVPD, the Open Molecules 2025 dataset).

The value obtained for the energy relative to the best compared isomer or geometry (same formula, charge and spin) is 403.0 kJ/mol. The value obtained for the HOMO energy is -14.51 eV. The calculation puts the molar mass at 266.2 g/mol. For the LUMO energy, the calculation gives -0.2136 Ha.

Structure (ORCA input):
```
! wB97M-V def2-TZVPD RIJCOSX def2/J DEFGRID3
* xyz 1 1
H 0.725 -1.789 0.340
C 0.516 -0.718 0.408
C -0.044 0.014 1.319
H -0.178 -0.299 2.354
O 0.176 -0.443 -1.244
O -0.191 0.908 -1.540
H 0.637 1.392 -1.657
Pb -1.641 0.934 0.021
*
```

Charge distribution, Mulliken scheme, values in e: 0.340, 0.052, -0.652, 0.397, -0.305, -0.283, 0.401, 1.049